{"formula": "C45H46AsF6N7O3SiTl", "method": "the ωB97M-V functional and the def2-TZVPD basis", "species": ["Tl", "C", "C", "C", "C", "C", "N", "C", "C", "C", "N", "C", "C", "C", "C", "C", "C", "C", "C", "N", "C", "C", "C", "N", "C", "C", "C", "C", "O", "C", "O", "H", "H", "H", "H", "H", "H", "H", "H", "H", "H", "H", "H", "H", "H", "H", "H", "H", "H", "H", "H", "H", "H", "H", "H", "H", "H", "H", "H", "O", "Si", "C", "C", "C", "C", "C", "C", "C", "C", "C", "C", "C", "C", "C", "C", "C", "C", "C", "C", "H", "H", "H", "H", "H", "H", "H", "H", "H", "H", "H", "H", "H", "H", "H", "F", "As", "F", "F", "F", "F", "F", "C", "H", "H", "H", "N", "C", "N", "C", "N"], "xyz": [[-0.515, 0.244, -0.544], [-2.872, 7.524, -2.060], [-2.449, 6.185, -1.508], [-2.805, 5.787, -0.247], [-2.286, 4.615, 0.343], [-2.781, 4.209, 1.585], [-2.119, 3.509, 2.487], [-0.680, 3.613, 2.696], [0.022, 2.304, 3.006], [1.509, 2.588, 3.146], [2.304, 1.438, 3.520], [3.525, 1.188, 2.939], [3.825, 1.298, 1.569], [5.164, 1.540, 1.197], [5.584, 1.603, -0.127], [7.012, 1.939, -0.481], [4.660, 1.296, -1.107], [3.319, 0.965, -0.815], [2.562, 0.406, -1.893], [1.347, -0.004, -1.959], [0.982, -0.676, -3.202], [0.546, 0.336, -4.263], [-0.762, 1.046, -3.932], [-0.735, 1.802, -2.688], [-0.961, 3.046, -2.813], [-1.315, 4.036, -1.820], [-1.738, 5.260, -2.291], [-1.379, 3.741, -0.402], [-0.798, 2.782, 0.123], [2.806, 1.062, 0.525], [1.606, 0.877, 0.819], [-2.697, 8.317, -1.331], [-3.935, 7.537, -2.317], [-2.309, 7.769, -2.961], [-3.480, 6.401, 0.342], [-3.812, 4.448, 1.834], [-2.650, 3.106, 3.244], [-0.517, 4.322, 3.520], [-0.246, 4.038, 1.796], [-0.112, 1.614, 2.180], [-0.374, 1.861, 3.928], [1.665, 3.395, 3.885], [1.884, 2.942, 2.187], [2.178, 1.111, 4.461], [4.332, 0.921, 3.620], [5.881, 1.719, 1.995], [7.417, 2.695, 0.196], [7.076, 2.323, -1.500], [7.657, 1.057, -0.415], [4.982, 1.276, -2.146], [3.177, 0.235, -2.788], [0.186, -1.385, -2.985], [1.837, -1.242, -3.588], [0.408, -0.174, -5.220], [1.342, 1.080, -4.377], [-1.553, 0.309, -3.835], [-1.029, 1.699, -4.775], [-1.056, 3.438, -3.838], [-1.583, 5.483, -3.343], [0.381, -1.977, -0.126], [0.292, -3.374, 0.559], [1.915, -3.880, 1.434], [3.120, -3.357, 0.960], [4.336, -3.683, 1.543], [4.378, -4.551, 2.627], [3.192, -5.081, 3.119], [1.980, -4.746, 2.528], [-1.042, -3.528, 1.918], [-2.298, -4.076, 1.657], [-3.303, -4.078, 2.615], [-3.067, -3.535, 3.871], [-1.824, -2.985, 4.155], [-0.833, -2.977, 3.184], [-0.059, -4.830, -0.621], [-0.628, -4.551, -1.864], [-0.929, -5.552, -2.777], [-0.663, -6.876, -2.454], [-0.092, -7.180, -1.224], [0.206, -6.167, -0.322], [3.088, -2.664, 0.125], [5.255, -3.255, 1.157], [5.323, -4.805, 3.092], [3.213, -5.752, 3.971], [1.064, -5.165, 2.931], [-2.496, -4.504, 0.679], [-4.276, -4.491, 2.380], [-3.850, -3.534, 4.620], [-1.634, -2.552, 5.131], [0.131, -2.529, 3.409], [-0.832, -3.518, -2.110], [-1.372, -5.299, -3.733], [-0.892, -7.668, -3.158], [0.123, -8.212, -0.967], [0.657, -6.426, 0.631], [-3.497, 1.871, -0.612], [-5.193, 2.174, -0.744], [-5.453, 0.758, -1.692], [-5.486, 1.290, 0.732], [-6.906, 2.558, -0.842], [-4.969, 3.633, 0.238], [-4.912, 3.131, -2.176], [-1.691, 0.041, 1.263], [-2.341, -0.801, 1.037], [-2.272, 0.942, 1.426], [-1.031, -0.193, 2.094], [-2.013, -0.984, -1.806], [-2.388, -1.592, -2.733], [-2.836, -2.296, -3.688], [-2.525, -2.419, -4.940], [-2.303, -2.600, -6.069]], "mulliken_charge": [2.792, -1.727, 0.460, -0.614, 1.275, -1.185, 0.230, -1.330, 1.354, -1.127, 0.122, -1.516, 1.163, -0.864, 0.560, -1.674, -0.716, -0.038, -0.487, 0.314, -0.177, -0.709, -1.041, 0.490, -1.075, 0.428, -0.496, -0.152, 0.062, -0.099, 0.106, 0.371, 0.296, 0.400, 0.384, 0.415, 0.381, 0.336, 0.461, -1.143, 0.368, 0.370, 0.436, 0.304, 0.289, 0.364, 0.377, 0.370, 0.278, 0.349, 0.209, -0.784, 0.683, 0.553, 0.258, 0.014, 0.633, 0.041, 0.374, 0.614, -1.815, 0.554, -0.361, -0.573, -0.373, -0.797, 0.024, 0.493, -0.327, -0.737, -0.430, -0.742, -0.100, 0.037, -0.069, -0.689, -0.438, -0.751, -0.158, 0.204, 0.414, 0.353, 0.365, 0.396, 0.340, 0.373, 0.348, 0.361, 0.534, 0.071, 0.449, 0.347, 0.371, 0.280, -0.612, 2.279, -0.511, -0.506, -0.537, -0.470, -0.507, -1.417, 0.638, 0.108, 0.107, -0.597, 0.721, -0.905, 0.674, -0.749], "charge": -2, "multiplicity": 2, "de_lowest_kcal_mol": 20.0, "gap_ev": [4.7, 6.4]}

{"formula": "C45H46N3O2", "method": "the ωB97M-V functional and the def2-TZVPD basis", "species": ["C", "N", "C", "O", "C", "C", "C", "C", "C", "C", "C", "C", "N", "C", "C", "C", "C", "C", "C", "C", "C", "C", "C", "C", "C", "C", "C", "C", "C", "C", "C", "H", "H", "H", "H", "H", "H", "H", "H", "H", "H", "H", "H", "H", "H", "H", "H", "H", "H", "H", "H", "H", "H", "H", "H", "H", "H", "H", "O", "C", "C", "C", "C", "C", "C", "C", "C", "C", "C", "C", "C", "C", "C", "C", "C", "C", "N", "H", "H", "H", "H", "H", "H", "H", "H", "H", "H", "H", "H", "H", "H", "H", "H", "H", "H", "H"], "xyz": [[0.671, 5.422, 2.247], [0.538, 4.532, 1.121], [1.504, 4.453, 0.149], [2.508, 5.161, 0.085], [1.123, 3.300, -0.771], [2.301, 2.360, -1.031], [2.805, 1.749, 0.259], [3.869, 2.329, 0.955], [4.192, 1.862, 2.232], [3.467, 0.822, 2.815], [2.466, 0.175, 2.086], [2.199, 0.608, 0.784], [0.028, 2.656, -0.041], [-0.412, 1.412, -0.322], [-1.076, 0.611, 0.592], [-1.426, -0.725, 0.326], [-2.672, -1.269, 0.808], [-3.327, -2.350, 0.163], [-4.657, -2.644, 0.458], [-5.345, -1.896, 1.422], [-4.670, -0.928, 2.178], [-3.334, -0.639, 1.904], [-0.351, 3.379, 1.185], [-1.793, 3.789, 1.244], [-2.190, 4.972, 0.738], [-3.519, 5.551, 0.835], [-3.857, 6.669, 0.036], [-5.105, 7.274, 0.152], [-6.043, 6.776, 1.071], [-5.725, 5.662, 1.862], [-4.480, 5.042, 1.740], [1.430, 6.174, 2.020], [-0.286, 5.910, 2.445], [0.974, 4.865, 3.144], [0.735, 3.739, -1.710], [1.999, 1.588, -1.754], [3.093, 2.977, -1.477], [4.409, 3.158, 0.496], [5.009, 2.335, 2.773], [3.679, 0.498, 3.837], [1.894, -0.649, 2.517], [1.478, 0.064, 0.159], [-0.184, 1.040, -1.334], [-1.315, 1.043, 1.570], [-0.947, -1.242, -0.506], [-2.790, -2.912, -0.606], [-5.168, -3.437, -0.094], [-6.407, -2.074, 1.594], [-5.182, -0.378, 2.968], [-2.797, 0.098, 2.504], [-0.108, 2.759, 2.072], [-2.500, 3.049, 1.626], [-1.465, 5.554, 0.156], [-3.110, 7.049, -0.668], [-5.347, 8.137, -0.470], [-7.018, 7.254, 1.167], [-6.447, 5.276, 2.582], [-4.212, 4.179, 2.355], [0.970, -1.931, -1.927], [1.532, -3.199, -1.591], [1.110, -4.103, -2.759], [0.520, -3.530, -3.883], [0.182, -4.328, -4.984], [0.379, -5.710, -4.941], [0.986, -6.290, -3.821], [1.348, -5.489, -2.734], [3.080, -3.006, -1.513], [3.596, -2.009, -0.691], [4.949, -1.656, -0.741], [5.824, -2.368, -1.569], [5.331, -3.423, -2.337], [3.961, -3.726, -2.330], [0.989, -3.674, -0.222], [-0.116, -4.738, -0.151], [-0.617, -4.609, 1.292], [-0.169, -3.218, 1.770], [0.397, -2.600, 0.557], [0.842, -1.425, -1.100], [0.311, -2.461, -3.902], [-0.235, -3.849, -5.871], [0.070, -6.339, -5.778], [1.189, -7.363, -3.782], [1.823, -5.934, -1.852], [2.936, -1.495, 0.009], [5.305, -0.825, -0.134], [6.879, -2.100, -1.618], [5.995, -4.018, -2.967], [3.580, -4.531, -2.960], [1.845, -4.090, 0.341], [-0.917, -4.492, -0.859], [0.234, -5.739, -0.406], [-1.704, -4.728, 1.345], [-0.173, -5.376, 1.938], [-0.993, -2.622, 2.170], [0.599, -3.318, 2.560], [1.054, -1.858, 0.792]], "mulliken_charge": [-1.016, 0.213, 0.304, -0.669, 0.264, -1.460, 0.241, -0.424, -0.959, -0.932, -0.725, 2.054, 0.478, -1.685, 0.635, -0.261, 0.827, -0.024, -0.922, -0.361, -0.942, -0.138, -0.341, -0.549, -0.277, 0.612, -0.463, -0.555, -0.391, -0.649, -0.412, 0.376, 0.292, 0.347, 0.277, 0.294, 0.718, 0.500, 0.476, 0.427, 0.472, -0.342, 0.607, 0.310, 0.505, 0.377, 0.433, 0.399, 0.428, 0.473, 0.558, 0.246, 0.252, 0.363, 0.376, 0.372, 0.368, 0.335, -0.673, 3.607, -0.628, -0.418, -0.794, -0.544, -1.081, -0.135, -0.445, -0.205, -0.732, -0.620, -0.947, -0.329, -0.342, -0.649, -0.918, -0.730, 0.831, -0.828, 0.399, 0.420, 0.399, 0.399, 0.563, 0.194, 0.436, 0.407, 0.410, 0.394, 0.356, 0.425, 0.451, 0.346, 0.334, 0.480, 0.430, -0.976], "charge": 1, "de_lowest_kcal_mol": 0.0, "gap_ev": 6.4}